[1]
C22H64N2O10 | wB97M-V/def2-TZVPD

Element x y z (Å)
N1 1.5484 1.0882 -2.8058
C1 1.6494 0.3302 -3.8688
N2 2.5124 0.7852 -4.6678
O1 1.0174 -0.8638 -4.0948
H1 0.8514 0.8842 -2.0608
H2 2.1114 1.9522 -2.7098
H3 2.6474 0.1802 -5.5528
H4 2.8154 1.7462 -4.7528
C2 3.9304 1.0182 2.1952
C3 3.1184 0.6792 0.9492
C4 2.9774 -0.7938 0.5302
O2 2.0154 1.2072 1.0372
H5 4.9244 0.8612 1.9812
H6 3.5484 0.4632 3.0572
H7 3.8454 2.0812 2.4782
H8 3.6914 1.1802 0.1422
H9 3.9424 -1.3278 0.3862
H10 2.4864 -0.8488 -0.4088
H11 2.3804 -1.2798 1.3012
H12 1.4374 0.9052 0.3112
C5 -1.6876 0.4022 -2.1258
C6 -1.0166 0.0242 -0.8068
C7 -0.3276 -1.3158 -0.7628
O3 -0.1616 0.8582 -0.4308
H13 -1.9706 1.4252 -2.1278
H14 -2.5196 -0.3098 -2.2918
H15 -0.9996 0.3102 -2.9548
H16 -1.7906 0.0792 -0.0768
H17 0.4424 -1.4368 -1.5548
H18 -1.0976 -2.1348 -0.7258
H19 0.1084 -1.2848 0.2182
H20 -0.6316 1.6572 -0.1178
C8 1.5204 3.1302 3.6982
C9 0.0334 3.2542 3.6282
C10 -0.5926 1.9972 3.2032
O4 -0.5156 3.6692 4.6522
H21 1.9194 3.4712 2.7472
H22 1.9904 2.1282 3.8172
H23 1.8764 3.7862 4.4462
H24 -0.2406 3.9532 2.8942
H25 -1.6846 2.1672 2.9822
H26 -0.5206 1.2302 4.0212
H27 -0.0246 1.6832 2.3272
H28 -1.1456 2.9992 4.9772
C11 -2.4906 4.4212 -2.5428
C12 -1.0626 4.1042 -2.8668
C13 -0.8616 3.4152 -4.2378
O5 -0.2876 5.0912 -2.9058
H29 -3.0246 4.6532 -3.4648
H30 -2.4796 5.2862 -1.8808
H31 -3.0196 3.6582 -2.0648
H32 -0.6306 3.3882 -2.1848
H33 -1.3246 3.9992 -5.0688
H34 -1.1866 2.4222 -4.1608
H35 0.2144 3.2382 -4.4138
H36 0.5854 4.7462 -2.8288
C14 1.4274 -5.0128 -2.3758
C15 1.7544 -3.6558 -3.0338
C16 2.5474 -2.8298 -2.0958
O6 2.2824 -3.6018 -4.1968
H37 0.8794 -4.9698 -1.4148
H38 2.2874 -5.5648 -2.1368
H39 0.7804 -5.6938 -3.0238
H40 0.7574 -3.2468 -3.1508
H41 3.5984 -3.1688 -1.9948
H42 2.1194 -2.8528 -1.1048
H43 2.5124 -1.8298 -2.4478
H44 1.8574 -2.8618 -4.6698
C17 -3.6436 -0.6668 2.3152
C18 -2.6436 -1.2818 3.2652
C19 -1.3676 -1.3888 2.5192
O7 -2.4346 -0.5838 4.3032
H45 -3.3166 0.3112 1.9642
H46 -4.6386 -0.6598 2.7242
H47 -3.6966 -1.3688 1.5082
H48 -2.9296 -2.3128 3.4642
H49 -0.5126 -1.5948 3.1432
H50 -1.1336 -0.5058 1.9892
H51 -1.4426 -2.1398 1.7462
H52 -1.7316 -0.9408 4.8252
C20 1.3034 -3.7718 1.7612
O8 1.1314 -5.1028 1.4262
H53 1.1844 -3.1728 0.8502
H54 2.2574 -3.5818 2.3042
H55 0.6164 -3.4998 2.5442
H56 0.2204 -5.2338 1.5332
C21 -2.5116 -4.7778 1.2012
O9 -1.6266 -5.2058 2.2252
H57 -1.9976 -4.2708 0.3272
H58 -3.3026 -4.1588 1.5802
H59 -3.0276 -5.6608 0.7242
H60 -2.1126 -5.1768 3.0472
C22 -2.7486 3.6232 0.7342
O10 -1.5606 3.0092 0.2732
H61 -2.7226 4.6552 0.5772
H62 -2.9826 3.4712 1.8162
H63 -3.5006 3.2742 0.1022
H64 -0.7796 3.5842 0.3852

Computed properties:
* highest occupied orbital energy: -9.1 eV
* frontier orbital gap: 8.95 eV
* SMILES string: NC(N)=O.CC(C)O.CC(C)O.CC(C)O.CC(C)O.CC(C)O.CC(C)O.CO.CO.CO
* ΔE to the lowest compared entry with this formula, charge and spin: 174.49 kcal/mol



[2]
C6H12F2N | wB97M-V/def2-TZVPD

Element x y z (Å)
C1 0.4105 -1.2519 -2.0796
C2 0.9508 -0.2435 -1.4128
C3 0.8296 -1.8243 -3.3968
C4 -0.9467 0.7827 2.9727
C5 -0.5746 1.7548 0.6078
C6 0.4797 -0.2432 1.3194
N1 -0.7413 0.5235 1.4995
F1 -0.2517 -2.0752 -1.3126
F2 1.5539 0.7895 -1.8304
H1 1.5781 -1.3820 -4.0787
H2 1.1839 -2.8364 -3.2705
H3 0.0490 -1.8825 -4.2022
H4 -1.0647 -0.1663 3.5147
H5 -0.1749 1.5720 3.3070
H6 -1.8632 1.3599 3.2533
H7 -0.2367 1.5010 -0.4426
H8 -1.5272 2.3943 0.5938
H9 0.1406 2.4032 1.0061
H10 0.3039 -1.3684 1.1727
H11 1.4731 0.1386 1.7243
H12 -1.5721 0.0544 1.0549

Computed properties:
* highest occupied orbital energy (spin up / spin down): -12.9 / -12.7 eV
* frontier orbital gap (spin up / spin down): 8.35 / 8.37 eV
* ΔE to the lowest compared entry with this formula, charge and spin: 5.23 kcal/mol
* net charge: +1



[3]
C3H4O2S | wB97M-V/def2-TZVPD

Element x y z (Å)
O1 -2.1493 -1.1398 0.2426
C1 -2.1136 -0.1365 -0.4262
O2 -1.2726 0.9015 -0.2436
C2 -0.2062 0.6042 0.6893
C3 1.1180 0.6569 -0.0708
S1 2.2886 -0.4768 -0.1173
H1 -2.7494 0.0932 -1.2620
H2 -0.3620 -0.3771 1.2036
H3 -0.2377 1.4674 1.3930
H4 1.3179 1.6046 -0.6029

Computed properties:
* highest occupied orbital energy: -9.1 eV
* frontier orbital gap: 8.47 eV
* SMILES string: O=COCC=S
* ΔE to the lowest compared entry with this formula, charge and spin: 28.15 kcal/mol



[4]
CH4O3 | wB97M-V/def2-TZVPD

Element x y z (Å)
O1 0.7387 -1.3542 -1.6615
C1 -0.1615 -2.1376 -1.2899
O2 -1.4435 -1.7646 -0.9996
H1 0.0720 -3.1922 -1.0431
H2 -1.8092 -2.6397 -0.6955
O3 1.1689 3.9355 2.0104
H3 0.2458 3.9257 2.3511
H4 1.1889 3.2270 1.3279

Computed properties:
* highest occupied orbital energy: -11.0 eV
* frontier orbital gap: 11.37 eV
* SMILES string: O=CO.O
* ΔE to the lowest compared entry with this formula, charge and spin: 18.46 kcal/mol



Which value of ΔE to the lowest compared entry with this formula, charge and spin does entry 3 give? 28.15 kcal/mol